{
  "formula": "C3H3N3O",
  "method": "ωB97M-V with the def2-TZVPD basis set",
  "species": ["N", "C", "N", "N", "O", "C", "C", "H", "H", "H"],
  "positions_angstrom": [[-0.7122, 1.8491, 1.5103], [-0.5311, 1.1350, 0.5335], [0.1782, -2.2508, 0.2668], [-0.5916, -2.8053, 0.8237], [1.7190, 0.9914, -1.6483], [0.9968, 0.1535, -1.1690], [-0.3568, 0.4291, -0.5621], [-0.7619, 1.3946, 2.4206], [1.3022, -0.9067, -1.1377], [-1.2424, 0.0101, -1.0379]],
  "atomic_forces_ev_per_a": [[0.004, -0.361, -0.573], [-0.006, 0.230, 0.223], [-1.254, -1.284, 1.100], [1.118, 0.791, -0.800], [-0.333, -0.233, 0.360], [0.191, 0.323, -0.095], [-0.027, 0.369, 0.068], [0.118, -0.015, -0.110], [-0.022, 0.215, -0.288], [0.210, -0.035, 0.116]],
  "homo_lumo_gap_ev": 10.239,
  "smiles": "N=C=CC=O.N#N",
  "e_above_lowest_ev": 1.300,
  "total_charge": 0
}


{
  "formula": "C4H7NO",
  "method": "ωB97M-V with the def2-TZVPD basis set",
  "species": ["N", "C", "C", "C", "C", "O", "H", "H", "H", "H", "H", "H", "H"],
  "positions_angstrom": [[2.0130, 0.4959, 0.6137], [0.9514, -0.0656, 0.2915], [0.2224, -1.3129, 0.7050], [-0.8481, -0.8946, -0.3023], [-1.0700, 1.6383, -0.5641], [-0.0501, 0.2878, -0.6643], [2.2017, 1.3604, 0.1087], [0.7572, -2.2364, 0.4888], [-0.0917, -1.2838, 1.7503], [-1.7962, -0.5373, 0.1000], [-0.9858, -1.5055, -1.1931], [-0.4629, 2.2187, 0.1554], [-0.8205, 2.0500, -1.5548]],
  "atomic_forces_ev_per_a": [[-0.535, -0.149, -0.290], [0.471, 0.089, 0.320], [0.039, -0.170, 0.095], [-0.125, -0.206, -0.075], [0.354, 0.345, -0.081], [-0.339, 0.101, 0.045], [-0.133, 0.024, -0.010], [0.005, 0.077, 0.075], [0.042, -0.064, -0.148], [0.196, -0.085, -0.081], [0.039, -0.053, 0.146], [-0.039, 0.010, -0.131], [0.025, 0.080, 0.135]],
  "homo_lumo_gap_ev": 8.545,
  "e_above_lowest_ev": 5.709,
  "total_charge": 0
}


{
  "formula": "C17H36As3OS6Sc",
  "method": "ωB97M-V with the def2-TZVPD basis set",
  "species": ["Sc", "C", "As", "C", "C", "C", "C", "C", "As", "C", "C", "C", "As", "C", "C", "H", "H", "H", "H", "H", "H", "H", "H", "H", "H", "H", "H", "H", "H", "H", "H", "H", "H", "H", "H", "H", "H", "H", "H", "H", "H", "H", "C", "S", "C", "O", "H", "H", "H", "H", "H", "H", "C", "S", "C", "C", "S", "S", "C", "S", "S", "H", "H", "H"],
  "positions_angstrom": [[-1.0906, 1.1118, -0.9746], [2.4445, 1.5169, -2.6430], [1.4601, 0.2053, -1.6055], [2.0496, -1.3984, -2.5018], [2.5223, 0.3127, 0.0353], [2.1592, -0.5599, 1.2578], [3.4453, -0.7045, 2.0852], [1.1222, 0.1261, 2.1662], [-0.7290, 0.3106, 1.5606], [-1.6217, -1.2196, 2.3194], [-1.3006, 1.6478, 2.8388], [1.6673, -1.9461, 0.8055], [1.3164, -3.2643, 2.2550], [3.0668, -4.1219, 2.3152], [0.4962, -4.5714, 1.0492], [3.4908, 1.2226, -2.6802], [2.3580, 2.4994, -2.1855], [2.0526, 1.5607, -3.6567], [3.1063, -1.5524, -2.2954], [1.9120, -1.2538, -3.5711], [1.4814, -2.2672, -2.1850], [2.5274, 1.3702, 0.3118], [3.5322, 0.0664, -0.2974], [3.8497, 0.2736, 2.3544], [4.2061, -1.2517, 1.5253], [3.2494, -1.2484, 3.0109], [1.4515, 1.1390, 2.4086], [1.0544, -0.4243, 3.1055], [-1.2617, -1.3459, 3.3370], [-1.4343, -2.1266, 1.7503], [-2.6904, -1.0144, 2.3201], [-1.0116, 1.3065, 3.8303], [-2.3819, 1.7494, 2.7875], [-0.8431, 2.6139, 2.6347], [2.4019, -2.3960, 0.1324], [0.7252, -1.8392, 0.2522], [3.7506, -3.5888, 2.9712], [3.5037, -4.2064, 1.3199], [2.9258, -5.1234, 2.7203], [-0.4430, -4.1904, 0.6445], [0.2808, -5.4839, 1.6023], [1.1717, -4.8128, 0.2276], [-1.6903, 5.0612, -1.3097], [-0.4028, 4.3817, -0.2942], [0.9520, 5.2499, -1.0275], [-0.2101, 2.9097, -0.7985], [-1.7649, 6.1209, -1.0569], [-2.6205, 4.5566, -1.0610], [-1.4320, 4.9241, -2.3592], [0.8009, 6.3078, -0.8055], [0.9593, 5.0757, -2.1026], [1.8777, 4.9125, -0.5649], [-2.8004, -2.4589, -2.0390], [-2.6971, -0.8096, -1.3068], [-4.2796, -0.0891, -1.5828], [-4.4765, 1.1708, -1.1716], [-3.2271, 2.0155, -0.2934], [-6.0110, 1.8942, -1.5298], [-6.7178, 0.4754, -2.2871], [-8.2212, 0.4078, -2.8322], [-5.5842, -0.8677, -2.4270], [-1.9183, -3.0034, -1.7070], [-2.8172, -2.4050, -3.1242], [-3.6925, -2.9514, -1.6584]],
  "atomic_forces_ev_per_a": [[0.163, 0.535, 0.147], [-0.083, 0.085, -0.050], [0.201, -0.001, -0.033], [-0.081, -0.135, -0.064], [-0.054, -0.065, 0.130], [-0.115, -0.115, -0.056], [-0.048, -0.009, 0.027], [0.169, -0.051, -0.173], [0.446, 0.077, 0.534], [-0.199, -0.102, -0.227], [-0.121, 0.096, -0.094], [0.216, 0.176, 0.164], [-0.054, 0.013, 0.035], [0.096, -0.069, 0.014], [-0.023, -0.035, -0.047], [0.060, -0.005, 0.010], [0.006, 0.012, 0.027], [-0.006, -0.007, -0.036], [0.048, -0.023, 0.003], [-0.001, -0.006, -0.050], [0.009, -0.046, 0.033], [0.055, 0.039, 0.000], [0.056, -0.010, -0.015], [0.007, -0.019, -0.016], [-0.001, 0.023, 0.011], [0.015, 0.027, 0.003], [0.038, 0.025, 0.005], [-0.029, 0.006, 0.060], [0.006, -0.034, 0.043], [0.022, -0.011, -0.003], [-0.049, -0.011, 0.017], [0.026, 0.030, 0.059], [-0.041, 0.008, 0.010], [0.048, 0.002, 0.003], [-0.038, 0.002, -0.059], [-0.069, -0.058, -0.069], [-0.004, 0.017, -0.001], [-0.007, -0.003, -0.004], [0.010, -0.008, 0.010], [-0.010, -0.003, 0.030], [-0.013, 0.002, 0.003], [-0.011, 0.008, -0.013], [-0.190, 0.016, -0.023], [-0.051, -0.364, -0.109], [0.309, 0.041, 0.019], [-0.040, 0.411, 0.039], [0.014, -0.033, -0.019], [-0.002, 0.023, -0.006], [-0.012, 0.022, 0.009], [0.043, -0.016, -0.016], [-0.002, 0.011, 0.016], [-0.015, 0.011, 0.006], [0.171, 0.017, -0.143], [-0.674, -0.644, -0.136], [-0.142, 0.110, -0.206], [0.337, -0.310, 0.132], [-0.221, 0.495, 0.018], [-0.056, -0.090, 0.118], [0.232, 0.071, 0.011], [-0.280, -0.027, -0.108], [-0.035, -0.171, -0.035], [-0.014, 0.014, 0.005], [-0.034, 0.027, 0.009], [0.022, 0.031, 0.049]],
  "homo_lumo_gap_ev": 6.211,
  "e_above_lowest_ev": 0.000,
  "total_charge": 2
}


{
  "formula": "C9H8N2S",
  "method": "ωB97M-V with the def2-TZVPD basis set",
  "species": ["C", "C", "C", "C", "C", "C", "C", "C", "C", "N", "N", "S", "H", "H", "H", "H", "H", "H", "H", "H"],
  "positions_angstrom": [[3.6150, -0.1247, -0.4189], [2.6084, -0.0830, -1.3417], [3.3517, -0.1899, 0.9013], [1.3034, 0.0394, -0.8418], [2.0642, -0.1799, 1.3839], [1.0219, -0.0208, 0.5163], [-3.6066, 1.0458, 0.2608], [-4.0523, 0.0332, -0.3731], [-1.3041, 0.6090, 0.6051], [-2.3121, 1.3077, 0.4876], [-0.2714, 0.1316, 0.9901], [-3.0237, -1.4177, -0.5417], [4.6488, -0.2856, -0.8960], [2.9296, -0.2962, -2.3845], [4.1356, -0.3758, 1.5880], [0.4260, 0.2864, -1.4799], [1.8907, -0.0771, 2.4639], [-4.2471, 1.9682, 0.6671], [-5.0432, -0.1484, -0.5402], [-4.1346, -2.2221, -1.0466]],
  "atomic_forces_ev_per_a": [[2.742, -1.058, -2.509], [-0.954, -0.247, -0.423], [0.010, -0.394, 1.290], [-0.906, 0.393, -1.642], [0.136, 0.733, 1.621], [0.083, 0.161, -1.078], [-1.668, 5.493, 1.731], [0.686, -3.373, -0.428], [-0.800, 1.052, 0.310], [2.916, -0.513, 0.833], [0.149, -0.100, 0.404], [-2.137, -1.066, -1.336], [-1.399, 0.409, 1.378], [-0.968, 0.762, 0.616], [0.759, 0.185, 0.626], [0.820, -0.619, 0.127], [-0.003, -0.523, -0.491], [0.935, -2.347, -1.365], [-2.400, -0.154, -0.428], [1.996, 1.205, 0.764]],
  "homo_lumo_gap_ev": 8.774,
  "smiles": "S/C=C\\N=C=Nc1ccccc1",
  "e_above_lowest_ev": 2.899,
  "total_charge": 0
}


{
  "formula": "C5H12O2",
  "method": "ωB97M-V with the def2-TZVPD basis set",
  "species": ["C", "O", "C", "C", "C", "C", "O", "H", "H", "H", "H", "H", "H", "H", "H", "H", "H", "H", "H"],
  "positions_angstrom": [[-1.7156, -0.3586, 1.5159], [-0.4427, -0.5058, 0.9293], [-0.1859, 0.3569, -0.1791], [-0.4843, 1.8251, 0.1274], [1.2727, 0.1171, -0.5695], [1.4986, -1.2014, -1.3040], [1.3112, -2.3377, -0.4926], [-2.5200, -0.3878, 0.7661], [-1.7953, 0.5817, 2.0778], [-1.8471, -1.1900, 2.2119], [-0.8358, 0.0406, -1.0161], [-0.1142, 2.1027, 1.1201], [-1.5565, 2.0412, 0.0826], [0.0087, 2.4661, -0.6099], [1.8823, 0.1383, 0.3426], [1.6080, 0.9386, -1.2138], [0.8375, -1.2299, -2.1894], [2.5288, -1.2429, -1.6762], [0.5496, -2.1539, 0.0768]],
  "atomic_forces_ev_per_a": [[-0.216, 0.010, 0.105], [0.043, -0.017, -0.007], [0.057, 0.139, -0.216], [-0.006, 0.042, 0.041], [-0.005, 0.025, 0.015], [0.113, 0.311, -0.271], [-0.229, -0.067, 0.179], [0.116, -0.031, 0.056], [-0.002, -0.139, -0.101], [0.010, 0.100, -0.106], [0.085, 0.036, 0.093], [0.023, -0.051, -0.119], [0.152, -0.041, 0.085], [-0.088, -0.107, 0.078], [-0.055, 0.037, -0.113], [-0.061, -0.128, 0.041], [0.081, -0.046, 0.157], [-0.140, -0.014, 0.074], [0.123, -0.058, 0.008]],
  "homo_lumo_gap_ev": 10.921,
  "smiles": "CO[C@@H](C)CCO",
  "e_above_lowest_ev": 1.128,
  "total_charge": 0
}


{
  "formula": "C4H7NO2",
  "method": "ωB97M-V with the def2-TZVPD basis set",
  "species": ["C", "N", "C", "C", "C", "O", "O", "H", "H", "H", "H", "H", "H", "H"],
  "positions_angstrom": [[1.2670, -1.0789, -0.7645], [0.2073, -0.6041, -0.1132], [0.0269, -0.6148, 1.3911], [-0.7947, 0.3124, -0.8747], [-0.6010, 1.6479, -0.2292], [-1.2876, 2.0793, 0.6749], [1.3061, -1.2580, -2.0162], [2.2108, -1.2219, -0.1950], [-0.4050, -1.4837, 1.8101], [0.9666, -0.5377, 1.8634], [-0.5696, 0.3231, 1.7693], [-1.8220, -0.2511, -0.6862], [-0.6666, 0.3352, -1.9658], [0.1620, 2.3523, -0.6640]],
  "atomic_forces_ev_per_a": [[1.445, -0.508, -3.683], [-2.025, 1.786, 0.865], [-0.621, 2.647, -0.906], [-1.223, -3.431, 1.239], [-1.120, 1.789, -0.017], [0.495, -0.499, -0.492], [-0.208, 0.650, 3.172], [-0.649, -0.367, 0.263], [-0.875, -1.111, -0.231], [1.406, 0.193, 0.353], [1.037, -1.989, -1.027], [1.774, 1.917, -0.215], [0.615, -0.230, 0.541], [-0.051, -0.846, 0.138]],
  "homo_lumo_gap_ev": 10.113,
  "smiles": "CN(C=O)CC=O",
  "e_above_lowest_ev": 2.346,
  "total_charge": 0
}


Number 1: HOMO -9.524 eV, energy -9676.155 eV. Number 2: HOMO -7.723 eV, energy -7793.936 eV. Number 3: HOMO -12.607 eV, energy -288475.364 eV. Number 4: HOMO -8.294 eV, energy -23275.404 eV. Number 5: HOMO -9.950 eV, energy -9474.008 eV. Number 6: HOMO -9.713 eV, energy -9844.934 eV.